i | The following is a DFT calculation (ωB97M-V/def2-TZVPD) of one molecule with the formula C4H11N3S.

Each line ends with the Löwdin charge.
Cartesian coordinates (Å):
C -0.571 -0.596 1.406  -0.06
N -0.064 -0.587 -0.002  -0.30
C -0.646 -1.501 -0.944  -0.12
N 0.095 0.705 -0.516  -0.17
C -1.058 1.524 -0.286  -0.09
C 1.358 1.333 -0.145  -0.27
N 2.564 1.008 0.036  -0.44
S 3.248 -0.457 -0.044  0.68
H -0.272 -1.615 1.697  0.09
H -1.553 -0.383 1.694  0.05
H 0.082 0.156 1.936  0.11
H -0.582 -2.562 -0.550  0.09
H -0.086 -1.593 -1.964  0.12
H -1.709 -1.480 -1.095  0.05
H -1.904 0.913 -0.753  0.12
H -0.914 2.425 -0.796  0.06
H -1.336 1.699 0.763  0.08
H 1.215 2.369 -0.068  0.09
H 2.131 -1.357 -0.369  -0.09

Kohn-Sham gap = 8.8 eV
LUMO = 0.764 eV

=====

ii | The following is a DFT calculation (ωB97M-V/def2-TZVPD) of one molecule with the formula C4H11N3S.

Each line ends with the Löwdin charge.
Cartesian coordinates (Å):
H -0.029 2.261 1.058  0.02
N 0.576 2.585 0.297  0.08
C 1.090 1.580 -0.308  -0.32
N 0.820 0.258 -0.184  -0.18
C 1.973 -0.697 -0.375  -0.03
N -0.001 -0.071 0.957  -0.03
C -0.971 -1.073 0.551  -0.30
C -1.905 -0.640 -0.553  -0.50
S -2.924 0.870 -0.090  0.67
H 1.823 1.755 -1.096  0.11
H 1.505 -1.664 -0.449  0.06
H 2.597 -0.731 0.505  0.08
H 2.601 -0.575 -1.260  0.09
H 0.593 -0.537 1.645  0.12
H -1.576 -1.334 1.400  0.11
H -0.391 -1.919 0.197  0.09
H -1.347 -0.317 -1.414  0.05
H -2.632 -1.386 -0.856  0.06
H -1.803 1.636 -0.024  -0.18

Kohn-Sham gap = 9.6 eV
LUMO = 0.637 eV

=====

Taking the most stable structure as the zero point, the relative energies in kJ/mol are i 155.2; ii 0.0.

=====

i | The following is a DFT calculation (ωB97M-V/def2-TZVPD) of one molecule with the formula C3H4FN.

Each line ends with the Löwdin charge.
Cartesian coordinates (Å):
C 1.747 -0.375 0.000  0.00
N 0.744 0.393 0.000  0.04
C -0.536 -0.067 0.000  -0.45
C -1.598 0.731 0.000  0.10
F -0.723 -1.424 0.000  0.03
H 2.725 0.083 0.000  0.07
H 1.700 -1.465 -0.001  0.08
H -2.594 0.328 0.000  0.07
H -1.464 1.795 0.000  0.06

Kohn-Sham gap = 9.9 eV
LUMO = 0.383 eV

=====

ii | The following is a DFT calculation (ωB97M-V/def2-TZVPD) of C3H4FN as an isolated structure.

Each line ends with the Löwdin charge.
Cartesian coordinates (Å):
C -1.318 -0.006 -0.047  -0.09
C 0.508 0.411 0.539  -0.15
C -0.066 0.003 -0.853  -0.29
N -0.802 0.179 1.109  0.09
F 0.193 0.816 -1.916  0.02
H -2.346 -0.209 -0.305  0.11
H 1.313 -0.244 0.790  0.10
H 0.831 1.384 0.612  0.09
H 0.294 -0.971 -0.905  0.12

Kohn-Sham gap = 11.3 eV
LUMO = 0.958 eV

=====

iii | The following is a DFT calculation (ωB97M-V/def2-TZVPD) of a 2-piece molecular cluster, C3H4FN overall.

Each line ends with the Löwdin charge.
Cartesian coordinates (Å):
C -1.151 1.337 -0.636  0.04
C 0.769 -0.037 0.138  0.01
C -0.084 -2.261 0.201  -0.05
N -0.118 0.728 -0.191  -0.08
F 0.282 -2.468 1.441  -0.10
H -2.014 1.564 -0.056  0.08
H -1.318 1.374 -1.634  0.04
H 1.685 0.588 0.332  0.09
H 0.757 -2.578 -0.449  -0.03

Kohn-Sham gap = 8.5 eV
LUMO = 0.340 eV

=====

Taking the most stable structure as the zero point, the relative energies in kJ/mol are i 0.0; ii 85.0; iii 506.7.

=====

i | The following is a DFT calculation (ωB97M-V/def2-TZVPD) of a 2-piece molecular cluster, ClPS2 overall.

Each line ends with the Löwdin charge.
Cartesian coordinates (Å):
P 0.920 0.323 -1.362  0.28
S -0.463 1.453 -2.006  0.09
S -0.093 -1.578 0.978  -0.21
Cl -0.365 -0.198 2.389  -0.15

Kohn-Sham gap (spin up / spin down) = 5.6 / 5.6 eV
LUMO (spin up / spin down) = -2.581 / -2.582 eV

=====

ii | The following is a DFT calculation (ωB97M-V/def2-TZVPD) of a 2-piece molecular cluster, ClPS2 overall.

Each line ends with the Löwdin charge.
Cartesian coordinates (Å):
P -1.805 0.869 -0.391  0.30
S -2.147 -0.944 0.073  0.06
S 1.610 0.872 0.638  -0.20
Cl 2.341 -0.797 -0.320  -0.16

Kohn-Sham gap (spin up / spin down) = 6.1 / 3.7 eV
LUMO (spin up / spin down) = -2.439 / -3.521 eV

=====

Taking the most stable structure as the zero point, the relative energies in kJ/mol are i 0.0; ii 79.2.

=====

i | The following is a DFT calculation (ωB97M-V/def2-TZVPD) of one molecule with the formula C4H4O2S2.

Each line ends with the Löwdin charge.
Cartesian coordinates (Å):
O 1.751 1.472 -0.223  0.06
C 1.579 0.513 -0.969  -0.21
C 0.419 -0.473 -0.717  -0.60
S 0.046 -1.560 -1.911  0.83
C -0.385 -0.353 0.572  -0.57
O -1.339 -1.306 0.773  -0.08
C -0.899 0.999 0.933  -0.50
S -2.552 1.217 0.985  0.74
H 2.068 0.386 -1.844  0.07
H 0.470 -0.568 1.336  0.20
H -0.961 -2.047 0.295  0.05
H -0.198 1.719 0.770  0.01

Kohn-Sham gap = 6.8 eV
LUMO = -2.023 eV

=====

ii | The following is a DFT calculation (ωB97M-V/def2-TZVPD) of one molecule with the formula C4H4O2S2.

Each line ends with the Löwdin charge.
Cartesian coordinates (Å):
O 1.827 -1.413 0.281  -0.02
C 2.084 -0.539 -0.487  -0.61
S 1.024 0.726 -0.990  1.04
C -0.235 0.321 0.153  -0.63
C -1.244 1.465 0.323  -0.33
O -1.158 2.464 -0.311  0.06
C -0.988 -1.083 -0.071  -0.66
S -2.410 -1.185 -0.739  0.77
H 3.091 -0.399 -0.843  0.08
H 0.314 0.313 1.060  0.09
H -1.899 1.229 1.146  0.12
H -0.406 -1.900 0.477  0.08

Kohn-Sham gap = 8.4 eV
LUMO = -0.704 eV

=====

Taking the most stable structure as the zero point, the relative energies in kJ/mol are i 93.4; ii 0.0.

=====

i | The following is a DFT calculation (ωB97M-V/def2-TZVPD) of a 5-piece molecular cluster, C2H15NO4 overall.

Each line ends with the Löwdin charge.
Cartesian coordinates (Å):
C -1.284 -1.273 0.692  -0.09
C -0.659 -0.061 1.364  -0.32
N 0.592 0.309 0.667  -0.03
H -0.933 -1.432 -0.329  0.05
H -1.101 -2.215 1.206  0.07
H -2.366 -1.168 0.573  0.07
H -1.301 0.807 1.459  0.09
H -0.440 -0.264 2.426  0.10
H 0.995 1.059 1.224  0.05
H 1.239 -0.462 0.569  0.07
O 0.402 2.378 2.742  -0.05
H 0.270 2.229 3.687  0.06
H 1.001 3.130 2.736  0.05
O -0.074 -0.801 -3.202  -0.08
H -0.043 -0.037 -2.601  -0.01
H -0.781 -0.743 -3.851  0.05
O 1.771 -2.050 -1.352  -0.07
H 2.555 -2.055 -1.883  0.02
H 1.039 -1.922 -2.001  0.01
O -0.202 1.526 -1.749  -0.07
H -1.005 1.872 -1.364  0.04
H 0.327 1.172 -1.013  0.00

Kohn-Sham gap = 9.6 eV
LUMO = 0.428 eV

=====

ii | The following is a DFT calculation (ωB97M-V/def2-TZVPD) of a 5-piece molecular cluster, C2H15NO4 overall.

Each line ends with the Löwdin charge.
Cartesian coordinates (Å):
C 0.331 -2.785 1.165  -0.11
C 0.108 -1.266 1.248  -0.32
N -0.238 -0.679 -0.050  -0.02
H 1.095 -3.070 0.457  0.06
H -0.632 -3.279 1.033  0.06
H 0.663 -3.138 2.149  0.07
H 1.035 -0.863 1.670  0.09
H -0.707 -1.107 1.942  0.11
H 0.601 -0.492 -0.586  0.07
H -0.597 0.244 0.188  0.06
O -0.690 -0.508 -2.779  -0.09
H -0.923 -1.160 -3.448  0.04
H -0.603 -0.907 -1.893  -0.01
O 0.595 2.437 -0.285  -0.07
H 0.522 2.467 -1.253  0.05
H -0.068 3.058 0.060  0.06
O 1.936 1.575 2.234  -0.07
H 1.388 2.039 1.585  -0.01
H 2.828 1.773 1.931  0.04
O -2.107 2.061 -1.479  -0.06
H -1.825 1.181 -1.756  0.00
H -2.710 2.422 -2.133  0.04

Kohn-Sham gap = 10.3 eV
LUMO = 0.632 eV

=====

Taking the most stable structure as the zero point, the relative energies in kJ/mol are i 0.0; ii 10.1.